Below is a structure of composition C32H66CaN4O4PSi3, with properties calculated with ωB97M-V/def2-TZVPD.

Geometry (Å):
Ca1 0.6825 -0.5903 0.6160
P1 -0.4510 2.0631 -1.8626
Si1 0.6703 -2.4692 3.9335
Si2 -1.9418 -1.5057 2.6161
Si3 -0.2855 -3.7386 1.3836
O1 0.9021 1.6195 1.9637
O2 2.7758 -0.7097 -1.0290
O3 3.0369 0.0982 1.5186
O4 0.0300 0.9749 -0.9458
N1 0.3461 3.4629 -1.5517
N2 -2.0618 2.3233 -1.6749
N3 -0.1623 1.7031 -3.4414
N4 0.1418 -2.3288 -0.9875
C1 -0.5313 -3.3898 -0.4888
C2 2.0584 4.9625 -0.9877
C3 1.0770 5.6789 -1.9108
C4 3.1723 1.1378 2.4756
C5 4.2316 -0.2298 0.8301
C6 3.8374 -1.2226 -0.2380
C7 1.7914 3.4913 -1.2897
C8 -1.5954 -5.0111 1.8262
C9 -1.9367 0.3744 2.8488
C10 -2.9313 1.4806 -0.8377
C11 -2.8780 3.0363 -2.6768
C12 -3.0603 -1.7333 1.0972
C13 2.5522 -2.5170 3.7278
C14 0.2421 2.8753 2.0403
C15 -0.4804 -2.9461 -3.2097
C16 -4.0836 1.1391 -1.7697
C17 3.1910 0.2041 -2.0309
C18 -0.8849 0.6011 -4.1043
C19 -0.1785 4.8107 -1.8300
C20 -2.8790 -2.2349 4.0693
C21 0.2259 -4.0926 4.7834
C22 1.7959 1.3622 3.0433
C23 0.1678 -2.1258 -2.3080
C24 -4.2922 2.4484 -2.5276
C25 0.3601 -1.1549 5.2716
C26 -0.2428 -2.1764 2.3384
C27 -1.2211 -4.2441 -1.3490
C28 -0.1539 2.1801 -5.7437
C29 1.3657 -4.6449 1.2988
C30 0.5262 2.5495 -4.4310
C31 -0.4299 0.6902 -5.5602
C32 -1.2006 -4.0235 -2.7143
H1 -2.3797 -2.0481 5.0210
H2 1.8155 5.1796 0.0540
H3 0.4417 3.6060 -4.1830
H4 3.5495 2.0409 1.9808
H5 0.7306 -1.2619 -2.6422
H6 3.4558 -2.1331 0.2303
H7 -1.1730 0.2946 -6.2498
H8 4.6683 0.6798 0.4025
H9 -1.9668 0.7490 -4.0231
H10 0.4272 -4.9700 4.1683
H11 1.2182 -0.4910 5.3978
H12 1.4546 0.4638 3.5617
H13 -2.8808 4.1117 -2.4915
H14 -1.3905 -5.9751 1.3543
H15 -2.3900 0.6110 -0.4796
H16 3.0962 5.2425 -1.1597
H17 0.9739 3.6872 2.0721
H18 -1.7300 -4.6854 -3.3879
H19 -0.3663 2.9777 1.1455
H20 -0.6513 -0.3597 -3.6453
H21 0.4942 0.1244 -5.6988
H22 -0.8288 -4.1183 5.0640
H23 0.8838 6.7107 -1.6240
H24 -2.4674 2.8766 -3.6764
H25 1.6477 -5.0992 2.2481
H26 0.4632 2.4050 -6.6116
H27 -0.4236 -2.7447 -4.2709
H28 3.8717 0.8448 3.2661
H29 -2.5942 -4.6943 1.5230
H30 -4.9736 0.8116 -1.2350
H31 2.3651 3.1716 -2.1684
H32 -4.9084 3.1225 -1.9312
H33 0.8129 -4.1970 5.6998
H34 4.9641 -0.6769 1.5110
H35 2.1765 -3.9764 0.9985
H36 3.7058 1.0693 -1.6050
H37 1.3015 -5.4428 0.5551
H38 -2.9554 0.7214 3.0447
H39 -3.8413 -0.9683 1.0913
H40 -1.0946 2.7272 -5.8442
H41 -1.3031 0.7118 3.6696
H42 1.4651 5.6816 -2.9319
H43 3.8535 -0.2930 -2.7451
H44 1.5924 2.3004 -4.4753
H45 -0.5207 -0.5359 5.1127
H46 -2.5257 -1.6667 0.1451
H47 -0.7527 4.8429 -2.7579
H48 4.6974 -1.4941 -0.8575
H49 -3.8812 -1.8028 4.1309
H50 -1.7661 -5.0838 -0.9390
H51 2.8951 -3.4826 3.3538
H52 2.9125 -1.7457 3.0452
H53 3.0343 -2.3554 4.6957
H54 -0.8404 5.1334 -1.0206
H55 -4.7840 2.3195 -3.4901
H56 0.2223 -1.6624 6.2291
H57 -1.6160 -5.1733 2.9039
H58 -2.9891 -3.3151 3.9577
H59 -3.2869 2.0453 0.0295
H60 -3.5635 -2.7014 1.1110
H61 -1.5970 0.8903 1.9476
H62 2.2913 0.5498 -2.5369
H63 -0.3940 2.9228 2.9272
H64 1.8014 2.1866 3.7593
H65 2.0359 2.8257 -0.4600
H66 -3.7819 0.3372 -2.4476

Calculated total energy ... -3666.446692 Eh
Largest force on an atom ... 0.019 hartree/bohr
E_LUMO ... -1.74 eV
Highest occupied orbital energy ... -9.8 eV
Total charge ... +1